106
Properties=species:S:1:pos:R:3:forces:R:3 method="wB97M-V/def2-TZVPD" homo_lumo_gap_ev="3.793 / 3.909" de_lowest_ev=0.0000 charge=-2 total_energy_ha=-4941.27669 e_homo_ev="-0.96 / -1.08" lumo_energy_ha="0.104 / 0.104"
Ba 0.957 0.066 0.404 -0.4 -1.4 -0.2
Cl 6.962 -4.169 4.702 0.0 -0.9 -0.7
C 5.525 -4.383 3.678 -0.8 0.9 -0.4
C 4.446 -3.645 4.174 0.0 0.0 -0.1
C 3.331 -3.370 3.421 -0.1 0.0 0.1
C 3.186 -3.936 2.141 -0.9 0.1 -0.3
C 4.227 -4.726 1.613 0.9 0.4 1.9
C 5.430 -4.907 2.382 -0.2 -0.4 -0.6
C 1.937 -3.527 1.440 0.5 0.1 0.2
C 0.835 -3.088 2.266 -0.2 1.9 0.5
C 0.375 -3.822 3.375 -1.6 0.4 2.0
C -0.528 -3.013 4.073 0.8 0.7 -2.2
C -0.612 -1.724 3.321 -0.4 -1.2 0.3
C -1.594 -0.681 3.482 0.3 -3.0 1.6
C -2.463 -0.730 4.758 0.2 0.7 0.3
C -3.846 -1.063 4.749 1.2 -0.5 -0.9
C -4.608 -1.118 5.876 2.4 2.0 2.5
C -4.070 -0.543 7.087 0.5 -0.4 -2.4
Cl -5.283 -0.164 8.266 0.3 0.0 0.7
C -2.706 -0.123 7.119 -2.7 -0.8 1.9
C -1.946 -0.300 6.000 1.4 0.1 -1.4
C -2.092 0.143 2.495 -1.3 3.0 -2.6
N -1.792 0.115 1.115 -0.5 -0.1 0.7
C -2.594 1.029 0.489 0.9 -0.6 1.8
C -2.328 1.374 -0.911 1.2 -0.1 -1.8
C -3.263 2.245 -1.774 0.3 0.6 1.5
C -4.631 2.388 -1.536 -0.4 -0.5 -1.1
C -5.474 3.088 -2.437 -0.1 -0.2 1.0
C -4.921 3.775 -3.506 0.8 -1.2 -0.2
Cl -5.953 4.460 -4.750 0.2 0.1 0.3
C -3.542 3.676 -3.716 1.1 -0.3 0.8
C -2.691 2.966 -2.805 -1.3 1.5 -1.6
C -1.973 0.198 -1.808 -0.7 -1.0 -1.9
C -2.879 -0.392 -2.794 -0.1 1.2 1.7
C -2.200 -1.446 -3.348 0.3 -0.5 -1.1
C -0.881 -1.470 -2.800 -1.0 1.2 0.7
N -0.792 -0.416 -1.894 0.7 -0.2 0.9
C 0.160 -2.414 -2.949 1.3 -1.2 -0.4
C 1.110 -2.738 -1.883 -0.4 0.4 -0.4
C 2.511 -3.035 -2.107 0.0 -0.1 -0.7
C 3.018 -3.398 -0.873 0.7 0.4 -0.3
C 1.917 -3.327 0.073 -0.5 1.6 -1.5
N 0.773 -2.806 -0.580 1.3 -1.0 0.1
C 0.217 -3.257 -4.165 -0.3 1.4 -0.3
C -0.243 -2.693 -5.401 0.3 -0.9 0.1
C -0.649 -3.542 -6.442 0.2 0.1 0.2
C -0.514 -4.928 -6.319 1.9 0.8 2.2
Cl -1.321 -6.093 -7.225 -0.7 -0.7 -1.4
C 0.317 -5.422 -5.266 -1.3 0.1 -1.2
C 0.634 -4.614 -4.219 -0.1 1.0 0.1
C -3.354 1.728 1.437 -0.1 0.8 1.4
C -3.054 1.240 2.720 0.3 -1.0 -0.9
N 0.246 -1.834 2.267 0.8 -0.7 -0.9
H 4.529 -3.226 5.155 0.1 0.3 0.4
H 2.565 -2.656 3.784 0.7 -0.7 -0.2
H 4.138 -5.139 0.625 0.1 -0.3 0.0
H 6.255 -5.494 1.929 -0.5 0.5 0.4
H 0.642 -4.842 3.644 0.0 0.3 -0.2
H -1.253 -3.305 4.773 -0.5 -0.4 1.2
H -4.371 -1.319 3.842 0.4 -0.2 -0.4
H -5.596 -1.441 5.868 -1.6 -0.4 -0.1
H -2.288 0.225 8.079 -0.2 0.1 -0.8
H -0.899 0.036 6.076 -0.5 -0.4 -0.3
H -5.061 1.780 -0.747 -0.1 0.3 0.0
H -6.566 3.082 -2.288 0.7 0.0 0.0
H -3.065 4.142 -4.578 -0.3 0.1 0.2
H -1.610 3.108 -2.924 -0.5 -0.6 0.0
H -3.907 -0.042 -2.943 0.5 -0.4 -0.2
H -2.560 -2.086 -4.158 0.1 0.1 0.5
H 2.998 -2.892 -3.122 -0.5 -0.4 1.6
H 4.091 -3.511 -0.602 -1.1 -0.1 -0.4
H -0.212 -1.598 -5.521 -0.5 -0.7 0.1
H -1.026 -3.121 -7.363 -0.3 0.0 0.0
H 0.580 -6.473 -5.244 -0.1 0.0 0.0
H 1.190 -5.050 -3.431 0.3 -0.1 0.9
H -3.893 2.643 1.244 -0.3 -0.1 -0.1
H -3.456 1.568 3.699 0.3 -0.2 -0.9
O 2.592 6.460 1.138 0.1 1.7 -1.8
C 1.984 5.291 1.221 0.3 -2.6 0.5
C 2.504 4.290 2.099 0.0 2.3 0.0
C 2.047 3.014 2.006 0.3 1.1 0.4
N 1.095 2.649 1.131 -0.3 -0.7 0.6
C 0.507 3.569 0.412 0.9 2.2 0.3
C 0.933 4.910 0.405 0.3 -0.1 -0.1
C -0.765 3.332 -0.290 -3.2 -0.2 0.1
O -1.667 4.183 -0.198 1.9 -1.8 -0.6
O -0.889 2.107 -0.846 -0.1 1.0 0.5
C 2.814 2.030 2.849 -0.4 -4.0 -1.7
O 3.326 2.226 3.926 0.2 1.7 1.0
O 2.863 0.901 2.221 -0.2 0.4 -0.2
H 2.496 6.758 0.169 0.2 -0.4 2.0
H 3.274 4.541 2.852 -0.5 -0.2 -0.6
H 0.509 5.628 -0.283 -0.3 0.0 0.0
N 2.823 1.959 -1.567 0.2 -0.4 -0.1
N 2.314 2.274 -2.862 0.6 1.3 0.2
C 2.444 3.581 -3.298 0.4 -3.1 0.4
N 2.246 3.824 -4.628 -1.3 1.0 -0.1
N 2.993 4.381 -2.350 -1.5 1.6 -1.8
N 2.478 5.679 -2.466 -0.1 -0.7 0.5
O 2.858 6.432 -1.580 0.0 0.2 -0.8
O 1.608 5.992 -3.305 1.1 0.0 0.8
H 2.964 2.864 -1.086 0.0 -0.8 -0.2
H 3.738 1.479 -1.693 -0.8 0.7 0.2
H 1.741 1.515 -3.246 0.3 0.8 -0.2
H 1.530 3.264 -5.124 0.8 0.2 0.7
H 2.107 4.837 -4.821 0.1 -1.1 0.3